A structure of composition C28H33BrCsF4N3O3P3Te, computed with ωB97M-V with the def2-TZVPD basis set.

Last column: Löwdin charge in e.
Positions of all 77 atoms, in Å:
Cs (0.59692, 1.01510, -1.01842)  0.98
F (-6.31698, 4.49186, -1.12186)  0.15
C (-5.20581, 4.08067, -0.53020)  -0.12
C (-4.63199, 4.82776, 0.48402)  -0.13
F (-5.18620, 5.96457, 0.87981)  0.15
C (-3.46830, 4.36245, 1.08472)  -0.21
F (-2.95622, 5.09673, 2.07308)  0.11
C (-2.84415, 3.17744, 0.70804)  -0.31
P (-1.32133, 2.57617, 1.54273)  1.01
C (-1.82938, 2.33724, 3.26218)  -0.38
C (-1.98572, 3.36358, 4.19776)  -0.09
C (-2.39066, 3.07146, 5.48667)  -0.06
C (-2.65682, 1.75734, 5.85470)  -0.07
C (-2.50312, 0.73260, 4.93595)  -0.08
C (-2.08202, 1.02141, 3.64533)  -0.11
C (-0.23002, 4.02585, 1.48582)  -0.40
C (-0.24570, 4.92290, 0.42254)  -0.10
C (0.71736, 5.91628, 0.32549)  -0.07
C (1.70980, 6.02450, 1.28665)  -0.07
C (1.74080, 5.12657, 2.34572)  -0.07
C (0.78348, 4.12873, 2.44311)  -0.10
C (-3.45522, 2.44282, -0.31873)  -0.56
Br (-2.77234, 0.79537, -0.97990)  0.73
C (-4.61367, 2.88533, -0.92738)  -0.26
F (-5.18738, 2.18987, -1.90497)  0.09
H (-1.78128, 4.38723, 3.91791)  0.10
H (-2.50686, 3.86796, 6.20946)  0.11
H (-2.98305, 1.53482, 6.86201)  0.11
H (-2.70485, -0.29175, 5.21937)  0.10
H (-1.94971, 0.22484, 2.92140)  0.09
H (-1.02243, 4.86455, -0.33220)  0.11
H (0.68522, 6.61387, -0.50115)  0.11
H (2.45428, 6.80551, 1.21258)  0.11
H (2.51049, 5.20116, 3.10291)  0.11
H (0.82269, 3.43643, 3.27578)  0.11
C (0.84583, -3.82152, -5.14993)  -0.06
C (2.15251, -3.44139, -4.50027)  -0.29
O (1.89339, -2.82439, -3.21834)  -0.35
P (2.24313, -1.26585, -2.92751)  -0.03
O (1.91292, -1.03584, -1.46727)  -0.81
Te (4.34254, -0.60933, -3.66152)  0.43
O (1.06636, -0.41633, -3.63482)  -0.42
C (1.01162, 0.03376, -4.99591)  -0.31
C (0.94920, 1.54208, -5.02021)  -0.07
H (1.01786, -4.34825, -6.08807)  0.08
H (0.25022, -2.93364, -5.36635)  0.07
H (0.27306, -4.47731, -4.49393)  0.08
H (2.75505, -2.74961, -5.09460)  0.06
H (2.77269, -4.31391, -4.28848)  0.12
H (0.12373, -0.42304, -5.43708)  0.12
H (1.90473, -0.32987, -5.51209)  0.08
H (0.07728, 1.89983, -4.46684)  0.07
H (0.87076, 1.91855, -6.03899)  0.09
H (1.85935, 1.94946, -4.57693)  0.07
C (2.44157, -4.93661, 1.93817)  -0.12
N (2.87868, -4.05049, 0.78034)  -0.07
C (2.35164, -4.67478, -0.52762)  -0.09
N (0.94852, -4.87414, -0.46154)  -0.13
C (0.59403, -5.69856, 0.68310)  -0.16
N (1.03213, -5.10608, 1.94328)  -0.15
C (0.31902, -3.85767, 2.24649)  -0.32
P (0.53957, -2.52686, 0.96658)  1.04
C (2.38958, -2.64395, 0.95109)  -0.27
C (0.20944, -3.60490, -0.49418)  -0.31
H (2.79259, -4.46655, 2.85756)  0.14
H (2.94093, -5.89750, 1.79632)  0.15
H (3.89823, -4.03977, 0.73426)  0.18
H (2.87126, -5.63007, -0.62496)  0.15
H (2.61084, -3.99145, -1.33759)  0.13
H (1.06720, -6.67784, 0.57897)  0.14
H (-0.48630, -5.83299, 0.70813)  0.14
H (0.65075, -3.50481, 3.22644)  0.09
H (-0.74456, -4.08769, 2.34449)  0.09
H (2.80208, -2.27440, 1.89239)  0.10
H (2.77139, -2.05401, 0.11789)  0.07
H (0.46994, -3.07434, -1.40707)  0.06
H (-0.86058, -3.82719, -0.52434)  0.10

The net charge is +1. The value obtained for the energy above the lowest of the compared OMol25 structures with the same formula, charge and spin is 20.0 kcal/mol. The electronic energy is -5762.3183 Eh. For the gap between HOMO and LUMO, the calculation gives 0.254 Ha.

A cluster of 3 separate species, C28H33F2IN2O2 in total, computed with ωB97M-V with the def2-TZVPD basis set.

Last column: Löwdin charge in e.
Positions of all 68 atoms, in Å:
C (-0.86965, 2.67535, 5.41284)  0.11
C (-0.50486, 2.60600, 4.14121)  -0.04
C (-0.27717, 2.07005, 2.62125)  -0.31
C (1.25496, 2.50894, 2.25800)  -0.14
N (2.40606, 2.87950, 2.06180)  0.15
C (-1.22953, 2.94645, 1.66841)  -0.15
C (-1.03356, 2.71622, 0.08067)  -0.13
C (-2.45060, 2.27330, -0.62494)  -0.21
O (-2.27639, 1.08774, -1.49492)  -0.13
C (-0.38201, 0.47011, 2.46726)  -0.30
C (0.69521, -0.05407, 1.35565)  -0.11
N (1.48637, -0.37456, 0.48063)  0.19
C (0.14654, -0.18875, 3.87731)  -0.13
C (0.61894, -1.74232, 3.69708)  -0.28
C (2.25351, -1.89486, 3.66671)  -0.64
I (2.91065, -3.07649, 5.39873)  0.68
C (-1.81117, -0.10508, 2.00447)  -0.08
C (-3.07944, 0.40769, 2.86158)  -0.18
O (-3.72382, -0.63239, 3.65962)  -0.18
C (-3.29461, -0.59586, 5.04714)  -0.26
C (-4.52945, -0.69318, 6.11255)  -0.09
H (-1.26882, 3.14360, 6.39379)  0.07
H (-0.95336, 4.06250, 1.87048)  0.14
H (-2.35795, 2.87357, 1.89955)  0.11
H (-0.78983, 3.75180, -0.39892)  0.12
H (-0.16318, 2.02714, -0.21170)  0.11
H (-2.90878, 3.11798, -1.25206)  0.12
H (-3.23536, 1.93350, 0.17103)  0.10
H (-2.83091, 0.36308, -1.09834)  0.09
H (-0.60897, -0.07965, 4.73201)  0.09
H (1.11921, 0.38798, 4.16697)  0.13
H (0.29604, -2.27907, 4.68094)  0.06
H (0.09928, -2.28530, 2.82940)  0.11
H (2.78920, -0.86516, 3.63688)  0.06
H (2.55992, -2.45983, 2.69553)  0.06
H (-1.91993, 0.02969, 0.85921)  0.11
H (-1.76355, -1.26117, 2.16322)  0.14
H (-2.86567, 1.37663, 3.47643)  0.12
H (-3.88486, 0.73614, 2.08176)  0.13
H (-2.59798, -1.51840, 5.20407)  0.13
H (-2.68188, 0.32823, 5.34670)  0.09
H (-4.79739, -1.77684, 6.39033)  0.08
H (-4.13060, -0.20300, 7.09467)  0.08
H (-5.43987, -0.05202, 5.80315)  0.09
F (4.12554, -1.86149, -5.72209)  0.05
C (4.26655, -1.69960, -4.39639)  -0.29
C (5.51699, -1.86371, -3.81951)  -0.02
C (5.66464, -1.69103, -2.44622)  -0.09
C (4.55754, -1.36672, -1.66396)  -0.09
C (3.30550, -1.20921, -2.25279)  -0.08
C (3.15947, -1.37089, -3.62760)  -0.01
H (6.36498, -2.12413, -4.44280)  0.11
H (6.64029, -1.80953, -1.98574)  0.10
H (4.67269, -1.23648, -0.59195)  0.10
H (2.44388, -0.96064, -1.64102)  0.06
H (2.19394, -1.24323, -4.10373)  0.10
F (-2.59568, -0.22750, -8.28832)  0.06
C (-1.34004, -0.37010, -7.83698)  -0.29
C (-0.34040, 0.45484, -8.33112)  -0.02
C (0.96114, 0.31041, -7.85927)  -0.08
C (1.25007, -0.66480, -6.90640)  -0.09
C (0.23951, -1.49097, -6.42094)  -0.08
C (-1.06417, -1.33948, -6.88436)  -0.02
H (-0.58261, 1.20224, -9.07815)  0.11
H (1.74938, 0.95578, -8.23350)  0.11
H (2.26596, -0.77974, -6.54225)  0.08
H (0.46722, -2.25282, -5.68180)  0.10
H (-1.86475, -1.96781, -6.51106)  0.11

The net charge is 0. The structure (SMILES) is C#C[C@](C#N)(CCCO)[C@@](C#N)(CCCI)CCOCC.Fc1ccccc1.Fc1ccccc1. The electronic energy is -1843.8110 Eh. For the gap between HOMO and LUMO, the calculation gives 0.337 Ha.

A structure of composition C28H33F3N4ORbS3, computed with ωB97M-V with the def2-TZVPD basis set.

Last column: Löwdin charge in e.
Positions of all 73 atoms, in Å:
Rb (-0.08537, 0.76915, -1.16793)  0.79
C (-2.65030, 1.92084, 2.76883)  -0.54
C (-2.58861, 0.50084, 3.33436)  -0.52
S (-2.05588, -0.73762, 2.13110)  0.91
C (-0.75067, -1.62782, 2.99978)  -0.52
C (0.41456, -0.81193, 3.55877)  -0.53
S (1.28635, 0.16899, 2.31499)  0.85
C (1.32910, 1.79468, 3.09443)  -0.55
C (-0.01731, 2.43284, 3.43001)  -0.52
S (-1.14058, 2.55498, 2.01435)  0.85
H (-3.39782, 1.98338, 1.97501)  0.08
H (-2.97395, 2.60222, 3.55977)  0.08
H (-1.93478, 0.45662, 4.20492)  0.05
H (-3.58653, 0.23162, 3.68483)  0.07
H (-1.18724, -2.22104, 3.80645)  0.08
H (-0.39139, -2.33270, 2.24429)  0.06
H (0.07174, -0.14785, 4.35255)  0.06
H (1.12249, -1.50302, 4.01969)  0.07
H (1.95693, 1.77032, 3.98871)  0.08
H (1.84343, 2.40855, 2.35401)  0.04
H (-0.52323, 1.87154, 4.21469)  0.05
H (0.16370, 3.43189, 3.83224)  0.07
C (-3.15513, -1.34860, -2.47974)  -0.07
C (-2.87893, -1.45162, -0.97766)  -0.26
C (-2.44116, -2.82824, -0.54825)  -0.20
C (-3.38372, -3.77388, -0.16279)  -0.05
C (-3.00571, -5.04575, 0.24365)  -0.10
C (-1.65816, -5.37162, 0.27253)  -0.06
C (-0.68289, -4.45408, -0.11146)  -0.18
C (0.77850, -4.82706, -0.03930)  -0.20
C (1.28750, -5.53085, -1.30064)  -0.09
C (-1.08072, -3.17900, -0.54446)  -0.20
N (-0.10246, -2.21343, -0.86254)  0.05
C (0.45202, -2.22802, -2.02316)  -0.17
C (1.52878, -1.37955, -2.46378)  -0.44
C (2.01494, -1.32832, -3.78682)  -0.09
C (3.05971, -0.40735, -3.77881)  -0.13
C (3.15204, 0.03612, -2.43962)  -0.24
N (2.24139, -0.53563, -1.64228)  -0.08
H (-3.42559, -0.32839, -2.75760)  0.08
H (-3.96553, -2.01897, -2.77456)  0.07
H (-2.26932, -1.63209, -3.05426)  0.07
H (-3.76708, -1.16804, -0.41150)  0.10
H (-2.10116, -0.74352, -0.71131)  0.00
H (-4.43252, -3.49329, -0.16328)  0.11
H (-3.75192, -5.76643, 0.55561)  0.09
H (-1.34492, -6.35292, 0.61693)  0.11
H (0.92656, -5.48325, 0.82302)  0.10
H (1.37067, -3.92718, 0.13521)  0.11
H (0.67790, -6.40919, -1.52688)  0.07
H (2.32408, -5.85456, -1.18265)  0.07
H (1.24392, -4.86470, -2.16394)  0.06
H (0.08886, -2.92852, -2.78686)  0.13
H (1.63620, -1.89467, -4.62736)  0.09
H (3.67322, -0.09516, -4.61085)  0.07
H (3.86782, 0.74697, -2.04178)  0.08
O (-3.43520, 4.50610, -1.67850)  -0.07
C (-2.59172, 3.63856, -1.77251)  -0.66
N (-1.75232, 2.79509, -1.85273)  -0.12
F (2.69605, 7.77434, -1.68170)  0.14
C (3.50343, 6.71711, -1.52724)  -0.59
F (4.49964, 7.09549, -0.70606)  0.14
F (4.06646, 6.46788, -2.72133)  0.15
C (2.77809, 5.50879, -0.99836)  -0.12
C (3.50969, 4.38803, -0.63620)  0.00
C (2.81619, 3.28223, -0.18310)  -0.12
N (1.48517, 3.25061, -0.06735)  0.04
C (0.79348, 4.32874, -0.43512)  -0.12
C (1.40265, 5.48660, -0.90830)  0.03
H (4.58882, 4.37150, -0.71462)  0.12
H (3.34163, 2.37221, 0.09112)  0.11
H (-0.28679, 4.24640, -0.38994)  0.07
H (0.80293, 6.33462, -1.20671)  0.12

The net charge is -1. The value obtained for the energy above the lowest of the compared OMol25 structures with the same formula, charge and spin is 15.5 kcal/mol. The electronic energy is -2899.4055 Eh. For the gap between HOMO and LUMO, the calculation gives 0.239 Ha.